{
  "formula": "C66H69F9GeN5O2PS4Ti",
  "method": "ωB97M-V/def2-TZVPD",
  "elements": ["Ti", "C", "C", "C", "C", "C", "C", "N", "N", "C", "C", "C", "C", "C", "N", "H", "H", "H", "H", "H", "H", "H", "H", "H", "O", "C", "S", "C", "C", "S", "S", "S", "C", "C", "C", "C", "Ge", "C", "C", "C", "C", "H", "H", "H", "H", "H", "H", "H", "H", "H", "H", "H", "H", "H", "H", "H", "H", "H", "H", "H", "C", "C", "C", "C", "C", "C", "C", "C", "N", "C", "C", "C", "C", "C", "C", "C", "C", "C", "C", "H", "H", "H", "H", "H", "H", "H", "H", "H", "H", "H", "H", "H", "H", "H", "H", "H", "H", "H", "H", "H", "H", "H", "H", "F", "C", "F", "F", "C", "C", "C", "C", "C", "C", "P", "C", "C", "C", "C", "C", "C", "C", "F", "F", "F", "C", "C", "C", "C", "C", "C", "C", "F", "F", "F", "H", "H", "H", "H", "H", "H", "H", "H", "H", "H", "H", "H", "O", "N", "C", "C", "C", "C", "C", "H", "H", "H", "H", "H"],
  "xyz": [[-1.078796, 0.110809, -0.413252], [-1.370652, -3.706292, -4.579311], [-0.787559, -2.545588, -5.066912], [-0.393669, -1.536357, -4.207157], [-0.586403, -1.663141, -2.826157], [-1.162188, -2.840280, -2.346925], [-1.548458, -3.848823, -3.210753], [-0.266012, -0.621232, -1.947643], [0.641537, 0.268341, -2.488035], [0.469785, 1.512269, -2.108627], [1.214758, 2.572141, -2.714013], [0.810092, 3.853226, -2.528029], [-0.291047, 4.126390, -1.672228], [-0.879251, 3.096972, -1.010069], [-0.527680, 1.797874, -1.199055], [-1.676853, -4.493063, -5.255486], [-0.648271, -2.422744, -6.133590], [0.050445, -0.627128, -4.585406], [-1.275970, -2.947486, -1.280629], [-1.985357, -4.755610, -2.809652], [2.041167, 2.303461, -3.356675], [1.321922, 4.666454, -3.024824], [-0.629179, 5.140935, -1.525337], [-1.666409, 3.277268, -0.287349], [1.474631, 0.759826, 6.298821], [1.368647, 0.938163, 5.117588], [1.235043, 2.532986, 4.362390], [1.110227, 1.969743, 2.703456], [1.076983, 0.627209, 2.498797], [1.075861, -0.169948, 0.945661], [1.292656, -0.375485, 3.933725], [1.221726, 3.143413, 1.414219], [5.376425, 4.618904, 2.816502], [6.103146, 3.650787, 1.887949], [5.749967, 2.180715, 2.121184], [4.248052, 1.890506, 2.149610], [3.247774, 2.408675, 0.499810], [3.859280, 1.299984, -1.059268], [5.133706, 1.930370, -1.623659], [5.381428, 1.617206, -3.099981], [5.719483, 0.155572, -3.370889], [5.755639, 5.630360, 2.669631], [5.520331, 4.344748, 3.863143], [4.307172, 4.632577, 2.599322], [7.182930, 3.762625, 2.012209], [5.860416, 3.909398, 0.853784], [6.172450, 1.850056, 3.075681], [6.224355, 1.582694, 1.337733], [3.800710, 2.408589, 2.997568], [4.093020, 0.818933, 2.298420], [3.625919, 3.843651, 0.047408], [3.086246, 1.224990, -1.820485], [4.039237, 0.295183, -0.676331], [5.999044, 1.613589, -1.032925], [5.067439, 3.019740, -1.526764], [6.206936, 2.241599, -3.451978], [4.492201, 1.892982, -3.674657], [6.632990, -0.134984, -2.849417], [5.869357, -0.007534, -4.438851], [4.909767, -0.492932, -3.037760], [-1.927959, 0.904408, 4.239716], [-2.793077, 1.313929, 3.085062], [-4.008099, 1.947085, 3.332292], [-4.830443, 2.306779, 2.277725], [-6.121833, 3.038957, 2.523976], [-4.483748, 1.961588, 0.977479], [-3.292686, 1.275309, 0.678621], [-2.425039, 1.039892, 1.778258], [-2.914124, 0.746824, -0.541264], [-3.790087, 0.856053, -1.725091], [-3.105592, 0.137792, -2.899360], [-3.967048, 0.168330, -4.163971], [-5.303927, -0.525622, -3.900692], [-6.004977, 0.187115, -2.743773], [-6.256229, 1.651429, -3.116741], [-4.921244, 2.337989, -3.421952], [-4.232069, 1.615699, -4.579817], [-4.015505, 2.310968, -2.187939], [-5.125415, 0.113630, -1.494391], [-2.536711, 0.675895, 5.114143], [-1.245949, 1.710827, 4.510550], [-1.334158, 0.027871, 3.993446], [-4.298734, 2.171516, 4.351053], [-6.269577, 3.211432, 3.588327], [-6.972504, 2.472194, 2.141915], [-6.117417, 4.003744, 2.014680], [-5.174909, 2.244478, 0.202197], [-1.443515, 0.587977, 1.584641], [-2.921813, -0.901494, -2.613064], [-2.146771, 0.620615, -3.106793], [-3.431725, -0.354078, -4.962280], [-5.142809, -1.578035, -3.647971], [-5.924651, -0.481820, -4.800207], [-6.960316, -0.304183, -2.532403], [-6.767503, 2.165708, -2.296399], [-6.902454, 1.701831, -3.997757], [-5.105370, 3.379979, -3.700302], [-3.295232, 2.119965, -4.832930], [-4.873690, 1.630817, -5.465689], [-4.447616, 2.932796, -1.406779], [-3.043409, 2.741084, -2.441933], [-4.893867, -0.933761, -1.268637], [-5.667469, 0.519838, -0.642383], [1.882250, -8.075514, 4.783087], [0.961821, -7.101319, 4.724911], [-0.241624, -7.710071, 4.611622], [0.959249, -6.483550, 5.920775], [1.193808, -6.141820, 3.593738], [2.243084, -6.327877, 2.702315], [2.419231, -5.439785, 1.655643], [1.545812, -4.367151, 1.483904], [0.521833, -4.174829, 2.406135], [0.336246, -5.060372, 3.456360], [1.753930, -3.120603, 0.133168], [1.963053, -4.207047, -1.330991], [1.589209, -5.546450, -1.401948], [1.633139, -6.223649, -2.608657], [2.038003, -5.563279, -3.758376], [2.402392, -4.225300, -3.708609], [2.343175, -3.552198, -2.503000], [2.057294, -6.314609, -5.054501], [0.910934, -6.999956, -5.258226], [2.226629, -5.514422, -6.120633], [3.051314, -7.229233, -5.093987], [3.517376, -2.785133, 0.573718], [4.613505, -3.034872, -0.241902], [5.899451, -2.749631, 0.195929], [6.095970, -2.227870, 1.463440], [5.008978, -1.980033, 2.295236], [3.731233, -2.249223, 1.846201], [7.477195, -1.950388, 1.977791], [8.426151, -2.129937, 1.042025], [7.608196, -0.688522, 2.431735], [7.795839, -2.756803, 3.013609], [2.919456, -7.161187, 2.831460], [3.247405, -5.574760, 0.971574], [-0.119136, -3.305472, 2.306682], [-0.464193, -4.911214, 4.169629], [1.261657, -6.071547, -0.514786], [1.350335, -7.267151, -2.662619], [2.714680, -3.714115, -4.608184], [2.570357, -2.491167, -2.467721], [4.477629, -3.464325, -1.224729], [6.746801, -2.945357, -0.446447], [5.169605, -1.586409, 3.291034], [2.883138, -2.050839, 2.488636], [-1.763538, -1.612643, 0.528124], [-2.765269, -2.399175, 0.801269], [-3.950813, -1.897978, 1.201655], [-5.011153, -2.729309, 1.486346], [-4.877522, -4.102971, 1.350650], [-3.637225, -4.600550, 0.976897], [-2.599569, -3.735839, 0.719663], [-4.013410, -0.825011, 1.303163], [-5.943721, -2.288628, 1.806674], [-5.710065, -4.766939, 1.530394], [-3.458572, -5.662662, 0.895674], [-1.618433, -4.086138, 0.439254]],
  "forces_ev_per_angstrom": [[-0.020, -1.376, 0.828], [-0.006, -0.083, -0.013], [-0.044, -0.105, -0.010], [0.033, 0.277, 0.222], [0.062, -0.672, -0.440], [0.174, 0.161, 0.145], [-0.001, -0.028, -0.015], [-0.153, 0.557, -0.054], [0.646, 0.083, -0.401], [-0.273, -0.343, -0.001], [0.050, 0.339, -0.037], [0.164, -0.334, -0.043], [-0.151, -0.077, 0.131], [-0.231, 0.550, -0.072], [0.760, 0.792, -0.761], [0.009, -0.016, -0.014], [0.035, 0.016, 0.000], [0.015, -0.008, -0.013], [0.035, -0.013, 0.015], [0.000, -0.014, -0.010], [-0.049, 0.043, -0.055], [0.029, 0.007, -0.012], [-0.021, -0.011, 0.128], [-0.014, -0.076, -0.038], [0.011, 0.018, 0.083], [-0.028, -0.010, 0.062], [0.236, 0.071, -0.157], [-0.053, -0.779, -0.018], [0.023, 0.754, 0.276], [-0.321, 0.250, 0.052], [-0.010, 0.004, -0.269], [0.261, -0.280, -0.271], [0.102, -0.060, -0.190], [-0.040, -0.119, 0.098], [-0.076, 0.061, -0.199], [-0.161, 0.016, -0.316], [0.499, 0.384, 0.345], [-0.410, -0.057, 0.480], [-0.081, 0.243, -0.032], [0.113, -0.168, 0.110], [-0.085, 0.144, -0.036], [-0.032, 0.044, 0.070], [-0.041, 0.013, 0.038], [-0.039, 0.021, 0.096], [0.011, 0.051, -0.087], [0.120, 0.050, -0.025], [0.058, -0.007, -0.030], [0.077, -0.067, 0.093], [-0.135, -0.036, -0.030], [-0.100, -0.012, -0.002], [0.014, -0.006, -0.020], [-0.002, -0.057, 0.098], [-0.077, -0.114, 0.024], [0.018, 0.053, -0.007], [0.091, -0.005, 0.016], [-0.058, 0.046, -0.051], [0.020, 0.073, -0.021], [0.003, -0.037, 0.030], [0.016, -0.084, 0.011], [-0.030, -0.115, 0.031], [-0.021, 0.058, -0.031], [0.117, -0.077, 0.065], [-0.008, 0.041, -0.147], [-0.011, -0.041, 0.138], [0.054, -0.019, -0.026], [0.073, -0.025, -0.192], [-0.266, 0.250, 0.675], [-0.169, 0.132, -0.501], [-0.491, 0.196, -0.164], [0.067, -0.039, -0.119], [-0.143, 0.127, 0.020], [0.026, -0.064, -0.086], [0.033, 0.092, 0.042], [-0.132, -0.064, -0.021], [0.115, -0.043, 0.032], [-0.064, 0.139, -0.100], [-0.031, -0.063, 0.095], [-0.030, -0.101, -0.008], [0.047, 0.090, -0.065], [-0.013, 0.009, 0.009], [-0.037, -0.038, 0.032], [-0.012, -0.004, 0.025], [-0.001, -0.019, 0.031], [-0.053, 0.029, 0.004], [-0.022, 0.005, 0.015], [-0.020, 0.028, 0.020], [-0.009, -0.069, -0.049], [-0.180, 0.077, 0.854], [0.034, 0.022, -0.026], [0.003, -0.077, 0.019], [0.021, -0.005, 0.032], [-0.005, -0.019, -0.039], [-0.019, -0.074, -0.004], [0.016, 0.006, -0.006], [-0.024, 0.014, -0.014], [-0.049, 0.020, 0.035], [0.008, -0.007, 0.017], [0.012, -0.004, -0.012], [0.037, 0.040, -0.039], [0.031, 0.029, 0.027], [0.003, 0.016, 0.030], [0.004, 0.013, 0.014], [-0.021, -0.036, 0.033], [0.017, 0.075, -0.043], [-0.121, -0.158, 0.134], [0.049, 0.064, -0.028], [0.020, 0.027, -0.077], [0.016, 0.053, -0.015], [0.005, -0.052, 0.028], [-0.075, -0.005, 0.112], [-0.116, 0.107, -0.063], [-0.087, 0.047, -0.093], [0.035, -0.093, 0.045], [0.384, -0.761, -0.074], [-0.185, 0.077, 0.032], [0.043, 0.001, 0.019], [-0.027, -0.044, -0.100], [-0.034, 0.092, -0.055], [-0.004, -0.047, -0.066], [-0.003, 0.026, 0.033], [0.044, -0.186, -0.221], [0.047, 0.072, 0.075], [-0.009, 0.018, 0.098], [-0.042, 0.062, 0.050], [-0.021, 0.142, -0.127], [-0.094, 0.057, -0.026], [0.111, 0.026, 0.081], [0.000, -0.007, -0.077], [0.003, 0.006, 0.005], [0.051, 0.051, -0.065], [0.216, -0.018, 0.097], [-0.081, 0.005, -0.004], [-0.077, -0.009, -0.034], [-0.068, 0.015, -0.057], [0.005, -0.008, 0.004], [0.019, -0.010, -0.010], [-0.021, 0.051, -0.002], [-0.001, 0.022, 0.020], [-0.002, -0.008, -0.009], [-0.043, -0.003, 0.019], [-0.053, 0.035, -0.016], [0.007, 0.019, -0.064], [0.027, 0.008, -0.010], [0.003, -0.005, 0.000], [-0.032, 0.043, 0.011], [0.060, -0.015, 0.054], [0.462, -0.381, 0.086], [-0.502, -0.103, 0.127], [-0.086, 0.305, 0.070], [-0.073, -0.312, -0.071], [0.150, 0.167, -0.034], [-0.176, 0.023, 0.095], [0.171, -0.199, -0.155], [0.147, -0.021, -0.075], [0.011, 0.068, -0.021], [-0.005, -0.008, 0.073], [0.031, -0.001, -0.044], [0.090, 0.193, 0.018]],
  "total_energy_ev": -237830.1747,
  "e_above_lowest_kcal_mol": 16.1,
  "largest_force_ha_per_bohr": 0.031
}